Formula: C11H33IrN2O2Se4Si4
Source: OMol25
Level of theory: ωB97M-V with the def2-TZVPD basis set

Properties
Maximum force   0.78 eV/Å
Charge   0
LUMO level   -0.381 eV
Calculated total energy   -11567.098196 Ha
Molecular weight   845.80 g/mol

Positions of all 57 atoms, in Å:
H1 0.03369 0.26063 5.37312
H2 2.13534 -1.72363 5.40521
H3 0.68066 -3.65049 0.18573
H4 4.15577 -1.27938 -1.48150
H5 -0.80467 -2.28559 4.33835
H6 0.99923 1.41819 4.44870
H7 3.28356 -0.81725 4.41904
O1 -1.16883 -3.39151 -2.11134
H8 -2.59003 -0.26375 0.08232
Si1 2.77281 -2.20560 0.34610
H9 1.83576 3.38763 1.33689
H10 4.18218 -2.81876 2.34088
Se1 1.27434 3.56066 -1.44903
H11 0.15616 -3.18623 3.15963
N1 -1.88285 -0.95160 0.34361
H12 2.51363 -1.52332 -2.06160
H13 4.99514 0.82203 -0.43187
H14 5.18393 -0.00645 2.39245
C1 2.45274 -1.52005 4.37892
H15 4.81534 -3.50542 0.84467
Si2 1.70396 -0.26858 1.18889
C2 4.64268 0.90019 2.65958
H16 3.61365 -2.90589 -1.88800
C3 1.71370 -3.76849 0.51165
H17 -1.04601 -2.03671 2.61897
H18 3.62104 1.69561 -1.10794
C4 4.29569 1.64308 -0.25806
C5 2.66527 3.04766 1.95306
H19 2.30494 2.97117 2.98142
H20 -2.80254 -2.62236 -0.54554
H21 -2.02472 -1.23684 1.30533
H22 1.68970 -4.08074 1.55802
H23 3.44834 3.81050 1.92139
Se2 -0.75329 3.89776 -0.38903
C6 3.30029 -1.95588 -1.44472
N2 -1.95425 -2.08075 -0.49232
H24 4.87251 2.57112 -0.22073
C7 -0.29450 -2.21717 3.37509
Si3 1.00166 -0.83665 3.39172
H25 5.37447 1.70435 2.77268
Si4 3.37144 1.41209 1.36276
H26 2.82604 -2.45225 3.95504
H27 2.16165 -4.58818 -0.05757
H28 4.17928 0.74050 3.63319
C8 -0.09058 -3.74753 -3.00823
C9 0.28297 0.59949 4.36372
H29 0.81434 -3.94203 -2.43717
H30 0.08438 -2.94022 -3.71554
Ir1 -0.07666 0.16778 -0.29217
H31 -0.62015 1.00505 3.90582
Se3 1.03008 1.29072 -2.01331
H32 5.08378 -1.80604 1.21679
O2 0.10682 -1.68794 -1.38973
Se4 -0.79277 2.01972 0.99049
H33 -0.43131 -4.64199 -3.51688
C10 -0.93627 -2.34272 -1.35838
C11 4.35732 -2.61535 1.28503

Forces on atoms 1 to 3 (eV/Å):
H -0.0069 0.0081 0.0200
H -0.0148 -0.0074 0.0146
H -0.0158 -0.0025 0.0093

Need the Löwdin charges? In units of e they are: number 1, H, carries 0.03; number 2, H, carries 0.04; number 3, H, carries 0.00; number 4, H, carries 0.02; number 5, H, carries 0.04; number 6, H, carries 0.02; number 7, H, carries 0.00; number 8, O, carries 0.01; number 9, H, carries 0.09; number 10, Si, carries 0.36; number 11, H, carries -0.06; number 12, H, carries 0.01; number 13, Se, carries 0.00; number 14, H, carries 0.02; number 15, N, carries -0.06; number 16, H, carries -0.01; number 17, H, carries 0.02; number 18, H, carries 0.01; number 19, C, carries -0.21; number 20, H, carries 0.03; number 21, Si, carries 0.27; number 22, C, carries -0.21; number 23, H, carries 0.03; number 24, C, carries -0.21; number 25, H, carries -0.02; number 26, H, carries -0.06; number 27, C, carries -0.23; number 28, C, carries -0.24; number 29, H, carries 0.02; number 30, H, carries 0.17; number 31, H, carries 0.08; number 32, H, carries 0.02; number 33, H, carries 0.04; number 34, Se, carries -0.03; number 35, C, carries -0.21; number 36, N, carries 0.06; number 37, H, carries 0.04; number 38, C, carries -0.20; number 39, Si, carries 0.36; number 40, H, carries 0.04; number 41, Si, carries 0.34; number 42, H, carries 0.01; number 43, H, carries 0.03; number 44, H, carries 0.00; number 45, C, carries 0.01; number 46, C, carries -0.22; number 47, H, carries 0.09; number 48, H, carries 0.11; number 49, Ir, carries 0.28; number 50, H, carries 0.00; number 51, Se, carries 0.08; number 52, H, carries 0.01; number 53, O, carries -0.14; number 54, Se, carries 0.01; number 55, H, carries 0.10; number 56, C, carries -0.57; number 57, C, carries -0.21

=====

Formula: C11H33N2O16P3
Source: OMol25
Level of theory: ωB97M-V with the def2-TZVPD basis set

Properties
Maximum force   4.31 eV/Å
Charge   0
LUMO level   -0.040 eV
Calculated total energy   -2776.328373 Ha
Molecular weight   542.31 g/mol

Positions of all 65 atoms, in Å:
C1 5.41208 2.62499 -5.51738
H1 -3.96769 -1.70721 2.66926
H2 6.15015 2.39110 -4.75015
O1 5.41779 1.21204 -7.47928
O2 -2.50365 -3.31655 0.05377
C2 3.52412 -2.20528 3.05060
O3 1.93910 -0.71041 3.87918
H3 -1.67260 1.50514 -1.23538
C3 1.05076 0.97420 0.87034
H4 -0.70528 4.12245 3.53944
H5 -1.79654 -4.98450 1.20319
N1 5.37563 1.29445 -6.23025
O4 0.84791 0.66842 -0.53218
P1 1.96294 0.02191 -1.41014
C4 -3.01451 5.77132 0.50982
H6 -4.62276 -5.79454 -2.10300
O5 -2.71887 4.79803 1.47421
O6 5.13115 0.30898 -5.49440
H7 -5.36904 -4.26965 -1.96913
P2 -4.03800 -3.39372 0.43647
H8 3.84075 -3.03189 3.68666
H9 3.64977 2.18742 -2.73580
H10 2.03907 -3.35010 -0.83902
O7 -4.83060 -2.23738 0.10859
O8 -0.37578 4.15077 0.58455
H11 5.80211 3.38509 -6.19430
H12 2.46432 2.87954 -1.62828
H13 2.60519 -2.51371 2.55205
O9 2.31209 -1.31050 -0.52171
H14 -2.92137 6.77658 0.92077
O10 -1.63515 2.60739 2.32607
H15 0.75130 -2.41161 -1.45082
H16 -3.47943 -2.90045 3.88681
C5 -4.07973 -2.74267 2.99079
C6 3.38419 2.29748 -1.68440
H17 -1.82144 3.16903 4.27629
O11 -4.57504 -4.82151 -0.27793
O12 -2.59615 2.81186 0.01253
H18 0.51993 0.23359 1.46852
C7 -2.36587 1.48631 -0.39448
N2 3.12710 -1.01841 3.94272
H19 1.04029 -2.52048 0.31655
H20 -2.38968 5.69198 -0.37979
H21 -1.48621 -4.99720 -0.50979
H22 4.31553 -1.99901 2.33004
H23 -3.63577 -4.27610 -2.06528
O13 4.05734 -0.51915 4.52918
C8 -1.04591 3.08733 3.51473
C9 1.50533 -2.41604 -0.66372
H24 -0.57625 -3.95433 0.50200
H25 0.80782 1.99659 1.15982
C10 -1.58570 -4.33718 0.35195
O14 1.53652 -0.18389 -2.86811
P3 -1.69813 3.62824 1.07248
O15 -3.97684 -3.80453 1.97353
H26 4.13930 2.91125 -1.19328
C11 -4.48371 -4.81588 -1.64368
H27 -3.97846 5.67000 0.01118
H28 -1.86951 1.03053 0.46225
H29 -5.13874 -2.80706 3.24066
O16 3.29294 0.96036 -1.18537
H30 2.10661 0.78236 1.06136
H31 4.40120 2.70353 -5.11731
H32 -3.22926 0.89167 -0.69294
H33 -0.32673 2.31914 3.79890

Forces on atoms 1 to 3 (eV/Å):
C 0.9444 -1.3833 -0.3842
H 0.5273 -0.2859 -0.6955
H -0.2839 0.5163 0.3202

Need the Löwdin charges? In units of e they are: number 1, C, carries 0.05; number 2, H, carries 0.08; number 3, H, carries 0.10; number 4, O, carries 0.04; number 5, O, carries -0.21; number 6, C, carries 0.05; number 7, O, carries 0.04; number 8, H, carries 0.09; number 9, C, carries -0.06; number 10, H, carries 0.09; number 11, H, carries 0.09; number 12, N, carries -0.41; number 13, O, carries -0.23; number 14, P, carries 0.49; number 15, C, carries -0.13; number 16, H, carries 0.09; number 17, O, carries -0.20; number 18, O, carries 0.03; number 19, H, carries 0.09; number 20, P, carries 0.41; number 21, H, carries 0.09; number 22, H, carries 0.07; number 23, H, carries 0.09; number 24, O, carries -0.20; number 25, O, carries -0.26; number 26, H, carries 0.10; number 27, H, carries 0.09; number 28, H, carries 0.08; number 29, O, carries -0.22; number 30, H, carries 0.09; number 31, O, carries -0.23; number 32, H, carries 0.10; number 33, H, carries 0.09; number 34, C, carries -0.06; number 35, C, carries -0.09; number 36, H, carries 0.09; number 37, O, carries -0.21; number 38, O, carries -0.21; number 39, H, carries 0.09; number 40, C, carries -0.09; number 41, N, carries -0.42; number 42, H, carries 0.07; number 43, H, carries 0.08; number 44, H, carries 0.09; number 45, H, carries 0.10; number 46, H, carries 0.09; number 47, O, carries 0.08; number 48, C, carries -0.11; number 49, C, carries -0.16; number 50, H, carries 0.06; number 51, H, carries 0.07; number 52, C, carries -0.11; number 53, O, carries -0.27; number 54, P, carries 0.45; number 55, O, carries -0.22; number 56, H, carries 0.09; number 57, C, carries -0.18; number 58, H, carries 0.09; number 59, H, carries 0.07; number 60, H, carries 0.09; number 61, O, carries -0.23; number 62, H, carries 0.08; number 63, H, carries 0.09; number 64, H, carries 0.10; number 65, H, carries 0.09

=====

- Number 1 is which compound?
  C11H33IrN2O2Se4Si4